# 1
{"formula": "C11H19MnNOP", "method": "wB97M-V/def2-TZVPD", "elements": ["C", "C", "C", "C", "C", "C", "H", "H", "C", "H", "Mn", "H", "N", "H", "H", "H", "H", "H", "H", "H", "H", "H", "H", "C", "H", "H", "P", "H", "C", "H", "C", "O", "C", "H"], "coordinates": [[-1.945, -0.703, -3.331], [0.669, 0.370, 0.224], [-2.718, -1.879, -3.222], [-3.480, -0.620, -1.297], [-2.443, 0.205, -2.242], [3.429, 1.395, 0.782], [1.774, 2.897, 0.404], [4.262, 2.134, 0.781], [2.909, 1.118, 2.230], [-2.874, -2.592, -4.071], [-1.611, -1.367, -1.260], [2.758, 2.113, 2.726], [1.420, 1.091, -0.595], [-0.480, 0.543, 2.104], [1.925, -0.775, 1.720], [-1.984, -0.844, 1.676], [3.808, 0.463, 0.262], [1.243, 0.868, -1.589], [-0.659, -2.545, 1.999], [-1.135, -0.481, -4.103], [-3.998, -3.003, -1.691], [0.576, 2.009, 1.681], [-2.811, -2.855, 1.490], [0.486, 0.886, 1.660], [1.517, -0.047, 3.346], [-4.049, -0.365, -0.341], [-1.646, -2.075, 1.091], [-2.209, 1.261, -1.982], [2.392, 2.137, -0.154], [2.843, 2.528, -1.101], [-3.444, -2.033, -2.010], [0.013, -0.634, -0.157], [1.671, 0.170, 2.277], [3.790, 0.627, 2.691]], "forces_ev_per_angstrom": [[-1.02, 1.31, 1.36], [-1.99, 1.70, 0.14], [-0.30, -1.48, -1.30], [1.85, -0.66, -2.92], [-2.04, -1.36, 2.08], [-0.04, 1.32, -0.98], [1.13, -0.34, -0.73], [-0.18, -0.76, 0.52], [1.25, -0.18, -1.01], [0.91, 0.32, 1.12], [1.95, -0.42, 1.33], [-0.19, -1.02, -0.21], [-0.60, -0.42, -0.93], [0.78, 0.41, -0.68], [-0.33, 0.73, 0.78], [0.02, -0.24, 0.18], [-0.55, 1.01, 0.58], [0.74, 0.19, 0.79], [-0.24, 0.12, -0.38], [-1.57, -0.24, 1.16], [0.98, 2.14, -0.68], [-0.20, -1.27, 0.26], [0.90, 0.51, 0.13], [-0.10, -0.50, -1.06], [-0.12, -0.23, -0.46], [0.92, -0.11, -1.81], [-1.68, -1.02, -0.13], [0.03, -1.03, -0.58], [-0.60, -1.33, 0.18], [-0.32, -0.11, 1.11], [-1.08, 1.76, 1.16], [0.57, 0.30, -0.69], [1.83, 0.64, 1.45], [-0.67, 0.27, 0.23]], "lumo_energy_ev": [-3.5, -2.8], "s2": 3.841, "charge": 1, "spin_multiplicity": 4, "mol_weight_g_mol": 267.19}

# 2
{"formula": "C4H14O5", "method": "wB97M-V/def2-TZVPD", "elements": ["C", "H", "O", "H", "C", "H", "H", "C", "H", "O", "C", "H", "H", "H", "O", "O", "H", "H", "H", "H", "H", "O", "H"], "coordinates": [[-0.278, 3.999, 4.096], [-0.308, 1.776, 2.927], [0.354, -4.924, -4.941], [0.827, -2.944, -2.459], [0.001, -4.037, -3.966], [-1.878, 4.486, 3.020], [-0.432, -4.562, -3.115], [1.269, -3.360, -3.365], [-1.265, 1.339, -1.028], [1.771, -2.320, -4.256], [-0.342, 2.569, 4.606], [-1.322, 2.161, 4.852], [-0.820, -3.376, -4.244], [2.199, -2.722, -5.017], [0.176, 1.574, 3.731], [-1.219, 1.277, -0.074], [0.083, 2.445, 5.602], [1.255, -4.684, -5.169], [0.773, 4.218, 3.910], [2.007, -4.084, -3.020], [-0.514, 4.748, 4.853], [-0.967, 4.250, 2.827], [-1.369, 2.171, 0.232]], "forces_ev_per_angstrom": [[0.55, 0.11, -0.68], [0.15, -0.44, -0.58], [0.39, -1.02, -1.64], [0.69, 0.91, 0.02], [0.70, 0.41, 2.41], [-0.10, -0.04, 0.09], [-0.05, -0.54, 0.17], [-2.22, 0.94, -0.85], [0.02, -0.03, -0.25], [-0.16, -0.69, 1.25], [-1.07, -1.05, 0.75], [-0.93, 0.88, -0.23], [0.45, 0.64, -0.44], [0.07, -0.09, 0.01], [0.44, 0.94, -0.06], [0.00, -0.20, 0.18], [0.95, 0.41, -0.21], [-0.05, -0.44, -0.46], [0.08, -0.16, -0.40], [0.19, -0.11, -0.46], [-0.65, -0.19, 0.13], [0.56, -0.52, 1.14], [-0.01, 0.29, 0.12]], "lumo_energy_ev": 0.6, "smiles": "OCCO.OCCO.O", "charge": 0, "mol_weight_g_mol": 142.15, "relative_energy_kj_mol": 216.5}